20
Properties=species:S:1:pos:R:3 method="wB97M-V/def2-TZVPD" gap_ev=11.628 smiles=CC(C)[C@@H](C)[NH3+] total_charge=+1 e_homo_ev=-15.23
N 1.71 -0.47 0.76
C -1.16 -0.16 1.36
C -1.58 -0.23 -1.32
C 0.86 1.32 -0.64
C 0.84 -0.14 -0.37
C -0.68 -0.59 -0.08
H 0.34 1.90 0.15
H 1.45 0.22 1.51
H 0.72 1.70 -1.64
H -2.67 -0.25 -1.08
H -1.19 0.91 1.51
H 2.72 -0.47 0.58
H -2.12 -0.56 1.56
H -1.46 -0.95 -2.10
H 1.96 1.47 -0.39
H -0.63 -0.69 2.07
H -1.36 0.82 -1.69
H 1.26 -0.72 -1.22
H -0.50 -1.72 -0.11
H 1.48 -1.38 1.15

=====

20
Properties=species:S:1:pos:R:3 method="wB97M-V/def2-TZVPD" gap_ev="6.267 / 5.010" total_charge=+2 s_squared=0.799 multiplicity=2 e_homo_ev="-20.39 / -20.38"
N -0.02 1.18 -0.13
C 0.68 -1.15 -0.13
C -0.22 -0.05 -0.80
C 0.65 -1.10 1.44
C -0.02 0.15 -2.35
C -0.66 -1.15 2.20
H -0.22 4.49 -0.21
H 1.31 -1.95 1.72
H 0.42 -2.18 -0.41
H -1.00 1.54 -0.20
H -0.43 -1.02 3.27
H 1.15 -0.12 1.67
H -1.21 -0.25 1.84
H -0.33 -0.77 -2.86
H 0.52 4.47 -0.32
H -0.67 0.89 -2.84
H -1.27 -0.46 -0.72
H 1.00 0.43 -2.63
H 1.66 -0.95 -0.58
H -1.32 -2.01 2.04

=====

21
Properties=species:S:1:pos:R:3 method="wB97M-V/def2-TZVPD" gap_ev=9.372 smiles=CNC[C@@H](C)NC e_homo_ev=-8.25
N 0.92 1.19 -0.11
N 0.61 -1.79 -0.13
C -0.32 0.47 0.09
C -0.20 -0.87 0.71
C 0.84 2.48 -0.74
C -0.15 -2.86 -0.75
C -1.45 1.31 0.90
H 0.18 3.24 -0.28
H -1.21 -1.27 0.83
H -0.79 0.53 -0.89
H 0.36 2.41 -1.72
H 1.26 -2.28 0.46
H -0.52 -3.59 -0.01
H 1.49 1.26 0.73
H -1.11 2.33 1.00
H 0.50 -3.48 -1.37
H 1.82 2.93 -0.86
H 0.28 -0.85 1.69
H -2.32 1.32 0.25
H -1.64 0.81 1.85
H -0.97 -2.51 -1.37

=====

21
Properties=species:S:1:pos:R:3 method="wB97M-V/def2-TZVPD" gap_ev=9.737 smiles=CNCC(C)(C)N e_homo_ev=-8.76
N -0.59 1.10 -1.30
N 0.38 -0.29 2.03
C 0.17 -1.55 -0.02
C 2.05 0.09 0.21
C 0.59 -0.21 0.58
C -0.31 0.96 0.08
C -2.32 0.64 -1.36
H 0.82 -2.34 0.35
H 2.70 -0.71 0.55
H 0.08 1.91 0.47
H -0.10 0.41 -1.86
H -0.85 -1.79 0.28
H 0.23 -1.55 -1.10
H -2.19 -0.39 -1.04
H -1.32 0.79 0.56
H 2.17 0.20 -0.87
H 0.66 0.58 2.47
H -2.60 1.56 -0.86
H 2.38 1.02 0.69
H -2.88 0.61 -2.30
H 0.94 -1.03 2.42

=====

Copy entry 3 word for word.
21
Properties=species:S:1:pos:R:3 method="wB97M-V/def2-TZVPD" gap_ev=9.372 smiles=CNC[C@@H](C)NC e_homo_ev=-8.25
N 0.92 1.19 -0.11
N 0.61 -1.79 -0.13
C -0.32 0.47 0.09
C -0.20 -0.87 0.71
C 0.84 2.48 -0.74
C -0.15 -2.86 -0.75
C -1.45 1.31 0.90
H 0.18 3.24 -0.28
H -1.21 -1.27 0.83
H -0.79 0.53 -0.89
H 0.36 2.41 -1.72
H 1.26 -2.28 0.46
H -0.52 -3.59 -0.01
H 1.49 1.26 0.73
H -1.11 2.33 1.00
H 0.50 -3.48 -1.37
H 1.82 2.93 -0.86
H 0.28 -0.85 1.69
H -2.32 1.32 0.25
H -1.64 0.81 1.85
H -0.97 -2.51 -1.37